Molecular formula: C16H15N5O4
Method: DFT, the ωB97M-V functional and the def2-TZVPD basis

```
40
Properties=species:S:1:pos:R:3:forces:R:3
O -1.05457 2.29410 -3.31561 -0.08 0.39 -1.09
O -3.51604 0.08357 -1.71385 0.89 -0.31 -1.14
O 1.63067 2.86763 -2.70562 -0.62 0.09 -0.81
O -2.35122 -0.54702 -3.58777 0.10 0.88 0.83
N 2.33995 -1.04008 6.06617 0.44 0.13 1.02
N 4.12702 -1.52955 4.99267 -0.57 0.22 -0.54
N 3.34764 -1.43993 6.92436 -0.06 -0.45 -0.42
N 4.42474 -1.76850 6.28525 -1.80 0.95 -0.53
N 0.49115 0.64135 -0.04980 -1.78 -0.69 -1.02
C 2.19787 -0.57669 1.17735 0.33 0.18 -0.10
C -0.52285 1.64692 -2.42922 -0.07 0.70 -0.28
C 2.83116 -1.06623 4.86677 2.11 -0.66 0.39
C 2.22568 -0.62805 3.61185 0.02 -0.77 -0.54
C 1.02782 0.17703 1.18176 0.05 0.00 1.88
C -1.26050 0.58149 -1.75413 3.30 -0.15 1.32
C 1.28498 1.49413 -0.80999 -0.85 0.70 -1.45
C 0.45736 0.51534 2.44410 -0.17 0.41 -0.56
C -0.73798 0.09916 -0.56759 1.09 0.30 0.16
C -2.46922 0.03267 -2.34795 -2.67 -0.52 -0.23
C -3.55714 -0.76208 -4.37826 -0.46 -0.45 -0.04
C 2.78428 -0.99740 2.37739 -0.27 0.32 -0.15
C 0.84505 2.02092 -1.99951 -0.19 -1.53 1.60
C -4.09036 0.52017 -4.99629 0.31 0.65 0.58
C -1.37162 -1.03421 0.21409 0.94 0.24 0.63
C 1.04667 0.09970 3.64863 -0.31 0.28 -1.55
H 3.66939 -1.63120 2.34340 -0.15 0.22 -0.06
H -0.42524 1.19412 2.47943 0.67 -0.77 -0.11
H -0.64925 -1.79916 0.58209 -0.21 0.68 -0.44
H -3.30376 1.03090 -5.59304 -0.59 -0.30 0.36
H -4.42227 1.18357 -4.17281 0.25 -0.13 -0.54
H 1.21023 3.10052 -3.57291 0.02 -0.40 1.13
H -4.97634 0.31422 -5.61133 0.34 -0.07 0.04
H 2.23698 1.79247 -0.41356 0.18 -0.07 0.33
H -2.09410 -1.53630 -0.40087 -0.45 -0.06 -0.09
H 4.81199 -1.64853 4.26546 0.12 -0.06 0.15
H -4.34771 -1.21782 -3.74491 0.63 0.12 -0.32
H -3.26621 -1.45976 -5.19229 0.02 0.27 0.80
H -1.83640 -0.62279 1.11662 -0.23 -0.17 -0.22
H 2.67288 -0.73419 0.19919 -0.16 -0.34 0.56
H 0.58926 0.34948 4.58073 -0.10 0.17 0.45
```
Forces are in eV/Å.

Summary:
ΔE to the lowest compared entry with this formula, charge and spin: 182.57 kJ/mol
Gap between HOMO and LUMO: 8.0 eV
SMILES: CCOC(=O)c1c(C)n(-c2ccc(-c3nnn[nH]3)cc2)cc(O)c1=O
Total energy: -1193.4106 hartree